The following is a quantum chemistry calculation of a single C24H31N3O4 molecule, from the OMol25 dataset.

Output
- Total charge: 0
- Kohn-Sham gap: 7.93 eV
- SMILES: COc1ccc(N[C@@H]2CCCN(C(=O)c3ccccc3N3CCOCC3)C2)cc1OC
- HOMO level: -7.31 eV

Element x y z (Å)
C 6.57 -0.73 0.47
O 5.34 -0.07 0.60
C 4.17 -0.78 0.70
C 3.13 -0.12 1.33
C 1.88 -0.69 1.49
C 1.64 -1.97 1.01
C 2.68 -2.65 0.38
C 3.94 -2.08 0.21
O 4.96 -2.72 -0.44
C 4.77 -4.04 -0.88
H 3.99 -4.11 -1.65
H 4.52 -4.71 -0.05
H 5.72 -4.35 -1.31
H 2.49 -3.64 0.00
N 0.44 -2.65 1.20
H 0.33 -3.45 0.59
C -0.80 -1.97 1.49
C -1.27 -1.07 0.32
N -2.54 -0.46 0.63
C -2.78 0.87 0.72
O -3.90 1.31 0.90
C -1.58 1.76 0.66
C -0.79 1.78 1.81
C 0.28 2.65 1.94
C 0.57 3.51 0.89
C -0.21 3.51 -0.24
C -1.31 2.65 -0.39
N -2.01 2.69 -1.59
C -2.54 3.96 -2.05
H -1.90 4.78 -1.72
C -2.62 3.93 -3.58
O -3.43 2.87 -4.02
C -2.94 1.64 -3.55
C -2.87 1.61 -2.01
H -2.43 0.65 -1.71
H -3.88 1.70 -1.60
H -3.63 0.87 -3.91
H -1.93 1.45 -3.96
H -3.08 4.85 -3.96
H -1.60 3.83 -4.00
H -3.55 4.11 -1.65
H 0.04 4.18 -1.06
H 1.40 4.19 0.97
H 0.87 2.65 2.84
H -1.05 1.11 2.62
C -3.60 -1.41 0.89
H -3.77 -2.02 0.00
C -3.22 -2.31 2.07
C -1.89 -3.00 1.79
H -2.00 -3.67 0.93
H -1.59 -3.61 2.65
H -3.13 -1.69 2.97
H -4.00 -3.05 2.24
H -4.51 -0.84 1.11
H -1.39 -1.70 -0.58
H -0.53 -0.30 0.11
H -0.65 -1.35 2.37
H 1.11 -0.12 1.98
H 3.32 0.88 1.69
H 7.33 0.02 0.66
H 6.67 -1.54 1.20
H 6.71 -1.14 -0.53

---

The following is a quantum chemistry calculation of a single C24H31N3O5S molecule, from the OMol25 dataset.

Output
- Total charge: 0
- Kohn-Sham gap: 8.29 eV
- SMILES: COc1ccc(NS(=O)(=O)c2cc(NC(=O)CC3CCCC3)ccc2N2CCOCC2)cc1
- HOMO level: -7.70 eV

Element x y z (Å)
C 1.91 3.31 0.86
H 2.87 3.57 1.30
O 1.12 2.83 1.92
C -0.16 2.44 1.67
C -0.75 2.43 0.41
C -2.03 1.94 0.26
C -2.75 1.47 1.34
C -2.18 1.53 2.61
C -0.90 2.01 2.77
H -0.44 2.05 3.74
H -2.74 1.17 3.46
N -4.00 0.83 1.10
S -3.77 -0.88 0.95
O -3.36 -1.38 2.23
O -4.98 -1.42 0.40
C -2.37 -0.95 -0.15
C -1.17 -0.97 0.54
C 0.05 -0.91 -0.12
C 0.04 -0.93 -1.51
C -1.15 -0.95 -2.20
C -2.40 -0.92 -1.55
N -3.58 -0.89 -2.26
C -3.66 -1.38 -3.62
H -2.86 -2.08 -3.82
C -3.65 -0.22 -4.63
O -4.70 0.68 -4.35
C -4.60 1.18 -3.03
C -4.64 0.06 -1.98
H -4.52 0.49 -0.99
H -5.60 -0.46 -2.03
H -5.45 1.86 -2.90
H -3.66 1.75 -2.93
H -3.82 -0.58 -5.64
H -2.69 0.31 -4.59
H -4.62 -1.90 -3.72
H -1.11 -0.95 -3.28
H 0.97 -0.89 -2.05
N 1.21 -0.82 0.65
C 2.38 -0.22 0.29
O 2.59 0.23 -0.82
C 3.40 -0.17 1.41
C 3.93 -1.58 1.74
C 4.71 -2.17 0.57
H 4.78 -3.25 0.70
C 6.10 -1.54 0.67
H 6.16 -0.66 0.03
H 6.87 -2.23 0.34
C 6.29 -1.15 2.15
H 6.47 -0.08 2.24
H 7.14 -1.66 2.60
C 4.98 -1.52 2.85
H 5.07 -2.51 3.30
H 4.72 -0.82 3.64
H 4.24 -1.98 -0.39
H 3.09 -2.22 2.03
H 4.22 0.46 1.09
H 2.93 0.27 2.29
H 1.09 -1.02 1.63
H -1.22 -1.01 1.62
H -4.65 0.96 1.86
H -2.48 1.92 -0.72
H -0.21 2.77 -0.46
H 2.06 2.55 0.09
H 1.46 4.20 0.40

---

The following is a quantum chemistry calculation of C24H31N4O2ReS as an isolated structure, from the OMol25 dataset.

Output
- Total charge: +1
- Spin multiplicity: 2
- Kohn-Sham gap (alpha / beta): 7.06 / 6.25 eV
- <S²>: 0.758
- HOMO level (alpha / beta): -10.17 / -10.27 eV

Element x y z (Å)
Re -0.19 0.14 0.31
C -1.67 2.21 2.02
C -2.62 1.03 2.04
N -2.42 0.24 0.81
C -2.97 -1.12 0.92
C -2.00 -1.94 1.70
C -2.38 -3.03 2.46
C -1.41 -3.74 3.15
C -0.09 -3.33 3.06
C 0.22 -2.24 2.28
C 1.60 -1.74 2.06
N 1.55 -0.33 1.66
C 1.69 0.67 2.75
C 0.35 1.25 3.13
N -0.28 1.73 1.88
N -0.72 -1.55 1.61
H -1.78 2.81 2.93
H -1.88 2.84 1.16
H -3.65 1.37 2.12
H -2.42 0.38 2.90
H -2.90 0.72 0.05
H -3.06 -1.53 -0.09
H -3.96 -1.12 1.38
H -3.43 -3.30 2.52
H -1.68 -4.60 3.75
H 0.70 -3.86 3.58
H 2.03 -2.30 1.22
H 2.23 -1.90 2.93
H 2.30 -0.17 0.99
H 2.32 1.47 2.36
H 2.19 0.24 3.61
H 0.47 2.06 3.86
H -0.29 0.49 3.57
H 0.28 2.48 1.48
O -2.48 2.82 -1.52
C -1.86 1.78 -1.57
O -0.75 1.63 -0.89
C -2.35 0.64 -2.42
C -3.36 0.98 -3.33
C -3.90 0.06 -4.20
C -3.44 -1.25 -4.18
C -2.45 -1.61 -3.29
C -1.88 -0.69 -2.40
S -0.58 -1.38 -1.41
H -3.70 2.01 -3.33
H -4.67 0.36 -4.90
H -3.85 -1.99 -4.85
H -2.08 -2.63 -3.27
C 3.79 2.24 -2.79
C 3.90 0.96 -1.94
C 4.23 -0.23 -2.85
C 5.01 1.13 -0.90
C 2.62 0.72 -1.27
C 1.56 0.51 -0.71
H 4.74 2.42 -3.31
H 3.57 3.10 -2.16
H 3.00 2.14 -3.53
H 5.17 -0.06 -3.37
H 3.44 -0.37 -3.60
H 4.31 -1.15 -2.27
H 5.97 1.31 -1.39
H 5.11 0.22 -0.29
H 4.80 1.97 -0.24

---

The following is a quantum chemistry calculation of C24H32AlCaCl2F9N2O13PS2 as an isolated structure, from the OMol25 dataset.

Output
- Total charge: -1
- Kohn-Sham gap: 1.16 eV
- HOMO level: -4.70 eV

Element x y z (Å)
C 4.10 -3.77 -3.44
C 3.66 -2.66 -2.66
C 3.09 -1.18 -2.20
C 1.50 -1.21 -1.76
C 0.51 -1.79 -2.95
N -0.49 -2.83 -2.48
C -1.28 -2.46 -1.22
O -2.19 -1.49 -1.12
C -0.68 -3.54 -0.14
C -0.70 -3.61 1.50
C 0.09 -4.88 2.24
C 0.87 -6.04 1.33
C 1.69 -7.27 2.05
O 0.93 -8.54 2.14
C 2.00 -9.56 2.43
C 2.65 -10.51 1.26
O 2.46 -9.65 3.70
C 0.87 -5.98 -0.31
C 0.09 -4.72 -1.01
C -0.10 -4.29 -2.60
O 0.06 -5.07 -3.68
H 4.28 -4.86 -3.87
H 3.77 -0.82 -1.29
H 3.20 -0.36 -3.04
H 1.16 -0.10 -1.55
H 1.43 -1.79 -0.75
H -0.13 -0.88 -3.36
H 1.17 -2.16 -3.85
H -1.23 -2.77 2.12
H 0.07 -4.93 3.41
H 2.62 -7.51 1.33
H 2.07 -7.03 3.15
H 3.84 -10.45 1.36
H 2.33 -11.61 1.46
H 2.41 -10.13 0.17
H 1.41 -6.79 -0.97
Cl -2.41 -1.36 1.52
O -0.23 3.47 -3.78
P -0.91 4.62 -3.00
O 0.33 4.80 -1.92
C 1.53 5.42 -2.36
C 1.33 6.90 -2.62
O -1.86 3.63 -2.06
C -2.21 2.33 -2.50
C -1.20 1.30 -1.99
O -1.66 5.91 -2.13
C -2.27 6.90 -2.94
C -3.27 6.32 -3.93
H 1.91 4.92 -3.25
H 2.27 5.29 -1.57
H 0.74 7.05 -3.52
H 2.29 7.41 -2.76
H 0.80 7.38 -1.79
H -2.30 2.30 -3.59
H -3.20 2.09 -2.09
H -0.17 1.60 -2.18
H -1.38 0.33 -2.46
H -1.30 1.19 -0.90
H -1.50 7.47 -3.47
H -2.79 7.60 -2.27
H -2.76 5.69 -4.67
H -3.78 7.12 -4.47
H -4.01 5.70 -3.43
Al -3.38 6.38 -6.57
C -2.26 1.71 4.08
F -2.77 1.16 2.94
F -2.31 3.07 3.91
F -3.15 1.43 5.07
S -0.57 1.12 4.47
O 0.23 1.53 3.32
O -0.72 -0.33 4.63
N -0.39 1.97 5.80
S 1.02 1.72 6.48
O 2.19 2.25 5.77
O 1.22 0.40 7.10
C 0.78 2.85 7.89
F -0.29 2.51 8.65
F 0.56 4.14 7.48
F 1.86 2.90 8.73
F -4.21 -1.25 2.91
O -2.66 5.19 1.93
H -2.23 5.06 1.07
H -1.93 5.21 2.56
Ca -4.66 3.39 -1.98
F -1.62 8.54 -1.03
Cl 3.27 -5.89 2.51
F 2.52 -5.25 -3.00

---

Relative energy (zero: lowest compared OMol25 entry of this formula, charge and spin) (computed, eV): 2.611 2.376 0.000 21.235
Total energy (computed, eV): -38050.7366 -50933.6132 -48407.1142 -160463.3565